Model 1:
14
Properties=species:S:1:pos:R:3 method="wB97M-V/def2-TZVPD" gap_ha=0.4083 e_lumo_ev=1.2 smiles=C#CCC1CC1 total_charge=0
C -1.40 1.83 -0.47
C -1.00 1.25 0.50
C -0.37 0.26 1.36
C 0.27 -0.85 0.47
C 1.39 -0.47 -0.47
C 0.05 -0.83 -1.02
H -1.78 2.36 -1.32
H 0.39 0.72 2.00
H -1.13 -0.17 2.04
H 0.32 -1.81 0.97
H 2.24 -1.14 -0.60
H 1.65 0.59 -0.50
H -0.55 0.01 -1.37
H -0.09 -1.75 -1.60


Model 2:
14
Properties=species:S:1:pos:R:3 method="wB97M-V/def2-TZVPD" gap_ha=0.3532 e_lumo_ev=1.1 smiles="CC1=CCC=C1" total_charge=0
C 2.10 0.04 0.11
C 0.61 -0.06 -0.06
C -0.21 -1.09 -0.09
C -1.60 -0.59 0.07
C -1.49 0.85 0.08
C -0.21 1.24 -0.04
H 2.28 -0.04 1.40
H 2.49 1.12 -0.34
H 2.57 -0.90 -0.70
H -0.01 -2.14 -0.32
H -2.04 -1.05 1.02
H -2.25 -1.05 -0.68
H -2.39 1.45 -0.01
H 0.14 2.21 -0.46


Least stable structure: model 2


Model 1:
10
Properties=species:S:1:pos:R:3 method="wB97M-V/def2-TZVPD" gap_ha=0.3258 e_lumo_ev=4.2 total_charge=-1
C 1.90 0.36 -0.76
N 0.97 0.26 0.20
O 3.09 0.61 -0.59
H 1.47 0.14 -1.75
H 0.03 -0.06 -0.05
H 1.19 0.62 1.11
O -1.81 0.21 -0.52
C -2.16 -0.51 0.47
O -1.67 -1.57 0.86
H -3.02 -0.06 1.02


Model 2:
10
Properties=species:S:1:pos:R:3 method="wB97M-V/def2-TZVPD" gap_ha=0.3325 e_lumo_ev=4.3 total_charge=-1
C 0.62 -0.19 -1.77
N 0.85 0.58 -0.70
O 1.37 -0.30 -2.73
H -0.33 -0.73 -1.72
H 0.22 0.56 0.12
H 1.78 0.97 -0.66
O -0.73 0.94 1.62
C -1.12 -0.23 1.86
O -1.23 -1.18 1.06
H -1.41 -0.42 2.92


Least stable structure: model 1


Model 1:
12
Properties=species:S:1:pos:R:3 method="wB97M-V/def2-TZVPD" gap_ha=0.3697 e_lumo_ev=0.6 smiles="C/C(=N/S)C(=O)O" total_charge=0
C 0.16 -2.08 1.09
C -0.08 -0.79 0.39
C 1.04 -0.40 -0.63
H -0.81 -2.45 1.44
H 0.65 -2.76 0.37
H 0.88 -1.94 1.87
H -2.48 1.63 0.85
H 1.26 1.38 0.19
N -0.98 0.05 0.67
O 1.56 0.82 -0.54
O 1.33 -1.16 -1.49
S -1.41 1.63 0.10


Model 2:
12
Properties=species:S:1:pos:R:3 method="wB97M-V/def2-TZVPD" gap_ha=0.3632 e_lumo_ev=0.6 total_charge=0
C -0.30 -0.18 -1.35
C 0.11 0.29 0.09
C -0.56 -0.60 1.22
H -1.19 -0.79 -1.16
H 0.41 -0.67 -2.03
H -0.57 0.72 -1.96
H 2.59 2.36 0.61
H -1.87 -1.93 1.50
N 1.03 0.99 0.55
O -1.46 -1.43 0.72
O -0.16 -0.69 2.30
S 1.97 1.93 -0.51


Least stable structure: model 2


Model 1:
19
Properties=species:S:1:pos:R:3 method="wB97M-V/def2-TZVPD" gap_ha=0.3406 e_lumo_ev=0.7 smiles="CCNCC(=O)O.O" total_charge=0
C -2.56 0.76 0.07
C -1.31 0.33 -0.78
N -0.48 -0.68 -0.11
C 0.89 -0.23 0.25
C 1.06 0.16 1.74
O 1.88 -0.82 2.19
O 0.69 1.13 2.28
H -3.46 1.09 -0.41
H -2.34 1.78 0.54
H -2.81 0.00 0.72
H -0.89 1.20 -1.19
H -1.74 -0.18 -1.71
H -0.84 -1.12 0.63
H 1.51 -1.18 -0.21
H 1.11 0.64 -0.37
H 2.15 -0.65 3.16
H -0.61 -0.78 -4.72
H 0.18 0.34 -4.30
O 0.26 -0.63 -4.34


Model 2:
19
Properties=species:S:1:pos:R:3 method="wB97M-V/def2-TZVPD" gap_ha=0.3838 e_lumo_ev=1.0 smiles=CO[C@@H](N)[C@@H](O)OC total_charge=0
C -0.31 -0.52 -0.40
C 0.24 -0.07 0.99
C 2.49 -0.31 -0.11
C -2.45 0.51 -0.90
N -0.18 1.26 1.39
O 1.70 -0.06 1.03
O -1.79 -0.61 -0.34
O 0.07 -1.84 -0.75
H -0.44 -2.40 -0.14
H -0.03 0.16 -1.21
H -0.08 -0.79 1.74
H 0.25 1.45 2.29
H 0.24 1.93 0.74
H 2.21 0.34 -0.94
H 2.45 -1.37 -0.39
H 3.53 -0.10 0.15
H -3.53 0.34 -0.84
H -2.22 1.43 -0.35
H -2.17 0.63 -1.95


Least stable structure: model 1


Model 1:
19
Properties=species:S:1:pos:R:3 method="wB97M-V/def2-TZVPD" gap_ha=0.3492 e_lumo_ev=0.3 total_charge=0
C 1.34 -1.02 0.20
C 2.25 -0.10 -0.52
O 0.04 0.49 1.45
H -0.21 -0.09 2.18
H 1.59 -1.18 1.24
H 1.11 -1.97 -0.27
H 2.32 0.86 0.00
H 3.26 -0.53 -0.51
H 1.94 0.06 -1.55
C -1.32 1.88 0.00
C -1.19 0.52 0.63
N -1.10 -1.70 -0.86
O -0.36 -0.52 -0.67
O -2.15 -0.11 1.08
H -1.87 -1.64 -0.17
H -1.51 -1.62 -1.79
H -0.42 2.16 -0.55
H -2.18 1.88 -0.68
H -1.52 2.62 0.78


Model 2:
19
Properties=species:S:1:pos:R:3 method="wB97M-V/def2-TZVPD" gap_ha=0.3775 e_lumo_ev=0.8 smiles="CN(C=O)CCO.O" total_charge=0
C 1.40 0.32 -1.09
N 1.09 0.84 0.11
C 1.58 2.14 0.52
C 0.08 0.17 0.93
C -1.34 0.49 0.47
O -2.27 -0.38 1.08
O 0.92 -0.71 -1.53
H 2.14 0.89 -1.67
H 1.96 2.07 1.54
H 2.38 2.45 -0.15
H 0.80 2.89 0.50
H 0.24 0.48 1.96
H 0.25 -0.90 0.88
H -1.63 1.51 0.73
H -1.36 0.42 -0.62
H -2.12 -1.25 0.64
H -0.32 -1.94 -0.97
H -1.37 -2.97 -1.19
O -1.02 -2.42 -0.51


Model 3:
19
Properties=species:S:1:pos:R:3 method="wB97M-V/def2-TZVPD" gap_ha=0.3945 e_lumo_ev=0.6 smiles="C[C@@H](O)CC(N)=O.O" total_charge=0
C 0.12 0.67 -0.61
C 1.36 0.35 0.26
C 2.17 1.59 0.62
O 0.92 -0.18 1.52
C -0.56 -0.60 -1.06
N -1.44 -0.48 -2.08
O -0.41 -1.66 -0.47
H -0.48 1.29 0.06
H 0.48 1.39 -1.33
H 1.96 -0.39 -0.26
H 1.60 2.50 0.80
H 2.71 1.28 1.50
H 2.91 1.89 -0.12
H 0.74 -1.11 1.38
H -1.61 0.38 -2.56
H -1.87 -1.32 -2.42
H -3.45 -2.11 1.11
H -2.13 -1.60 1.72
O -3.02 -1.89 1.94


Model 4:
19
Properties=species:S:1:pos:R:3 method="wB97M-V/def2-TZVPD" gap_ha="0.2767 / 0.2767" e_lumo_ev="0.4 / 0.4" total_charge=0
C 0.94 -0.28 0.27
C -0.73 0.42 -1.06
C -1.33 -0.05 0.08
C 0.88 -0.40 1.77
N 1.28 -1.50 -0.35
O 1.81 0.75 -0.14
O -0.54 1.75 -1.22
O -2.98 0.13 -1.00
H 1.43 1.60 0.10
H -0.12 1.92 -2.07
H -3.30 1.04 -0.91
H -0.57 -0.22 -1.92
H 1.98 -2.03 0.16
H 1.60 -1.37 -1.30
H -1.54 0.63 0.90
H -1.46 -1.11 0.20
H 1.88 -0.63 2.16
H 0.20 -1.19 2.09
H 0.57 0.54 2.23


Least stable structure: model 4


Model 1:
19
Properties=species:S:1:pos:R:3 method="wB97M-V/def2-TZVPD" gap_ha=0.3667 e_lumo_ev=0.4 smiles="CCCNC(=O)O.O" total_charge=0
C 0.01 0.50 -1.06
N 1.12 -0.22 -0.44
C 2.03 0.34 0.42
O 2.27 1.69 0.32
O 2.85 -0.31 1.02
C -0.90 1.19 -0.05
C -1.60 0.23 0.91
H 0.45 1.25 -1.73
H -0.56 -0.13 -1.75
H 1.02 -1.22 -0.30
H 1.77 2.04 -0.42
H -1.48 1.91 -0.66
H -0.32 1.94 0.50
H -0.88 0.01 1.70
H -2.39 0.72 1.48
H -1.94 -0.70 0.45
H -0.36 -3.53 -0.78
H -0.96 -2.77 0.41
O -0.14 -2.95 -0.02


Model 2:
19
Properties=species:S:1:pos:R:3 method="wB97M-V/def2-TZVPD" gap_ha=0.3697 e_lumo_ev=0.8 smiles="C[C@H](N)O.CC(=O)O" total_charge=0
C 0.80 0.39 1.22
C 1.00 0.69 -0.47
N 1.66 1.15 2.03
O 0.91 -0.94 1.56
H 1.64 -1.37 1.07
H -0.25 0.66 1.37
H 1.32 2.08 2.24
H 2.63 1.16 1.71
H 0.72 -0.01 -1.26
H 2.08 0.68 -0.52
H 0.63 1.70 -0.67
C -1.92 -0.40 -1.89
C -1.52 -0.68 -0.46
O -0.78 -1.83 -0.34
O -2.03 -0.14 0.50
H -0.79 -2.12 0.59
H -2.93 -0.78 -2.05
H -1.95 0.67 -2.05
H -1.24 -0.89 -2.58


Least stable structure: model 2


Model 1:
19
Properties=species:S:1:pos:R:3 method="wB97M-V/def2-TZVPD" gap_ha=0.3639 e_lumo_ev=0.7 smiles="N[C@H](C=O)CCO.O" total_charge=0
O 1.00 1.93 -0.68
C 0.59 0.91 -1.18
C 0.24 -0.32 -0.32
C -1.31 0.00 -0.01
C -1.87 -1.31 0.68
O -3.08 -1.72 0.12
N 0.90 -0.37 0.98
H 0.52 0.79 -2.25
H 0.37 -1.21 -0.95
H -1.87 0.27 -0.91
H -1.49 0.81 0.69
H -1.88 -1.13 1.76
H -1.19 -2.16 0.51
H -3.10 -1.63 -0.84
H 1.41 -1.25 1.02
H 1.56 0.41 1.03
H 3.00 2.05 -0.66
H 2.92 2.27 0.84
O 3.28 1.67 0.17


Model 2:
19
Properties=species:S:1:pos:R:3 method="wB97M-V/def2-TZVPD" gap_ha=0.3594 e_lumo_ev=0.7 smiles="C[C@H](O)[C@@H](N)C=O.O" total_charge=0
O 2.07 -0.65 -1.29
C 1.94 0.11 -0.41
C 0.38 0.64 -0.11
C -0.46 -0.31 0.73
C -2.01 0.12 1.07
O 0.24 -0.42 1.95
N 0.65 2.02 0.12
H 2.82 0.35 0.19
H -0.25 0.43 -1.13
H -0.56 -1.27 0.21
H -2.98 0.13 0.48
H -1.97 1.15 1.47
H -2.17 -0.60 1.87
H 0.45 -1.32 2.25
H -0.22 2.51 -0.06
H 0.95 2.14 1.07
H 0.27 -1.49 -3.55
H 0.81 -1.76 -2.19
O 0.03 -1.77 -2.67


Least stable structure: model 2